{
  "formula": "C38H65N3O18PSi",
  "method": "ωB97M-V/def2-TZVPD",
  "energy_ev": -98932.606,
  "total_charge": 1,
  "fmax_ev_per_a": 9.7,
  "e_lumo_ev": -4.934,
  "e_above_lowest_kcal_mol": 337.0,
  "homo_lumo_gap_ev": 5.72,
  "homo_energy_ev": -10.65,
  "elements": ["C", "C", "C", "C", "C", "C", "C", "C", "N", "Si", "C", "C", "C", "C", "C", "C", "O", "C", "N", "C", "P", "N", "C", "C", "O", "O", "H", "H", "H", "H", "H", "H", "H", "H", "H", "H", "H", "H", "H", "H", "H", "H", "H", "H", "H", "H", "H", "H", "H", "H", "H", "H", "H", "H", "H", "H", "H", "H", "H", "H", "H", "C", "C", "C", "O", "C", "O", "O", "H", "H", "H", "H", "H", "H", "C", "C", "C", "O", "C", "O", "O", "H", "H", "H", "H", "H", "H", "C", "C", "C", "O", "C", "O", "O", "H", "H", "H", "H", "H", "H", "C", "C", "C", "O", "C", "O", "O", "H", "H", "H", "H", "H", "H", "C", "C", "C", "O", "C", "O", "O", "H", "H", "H", "H", "H", "H"],
  "coordinates": [[-5.2422, 0.3258, -1.3904], [-5.2849, 0.0528, -3.0280], [-3.9965, -0.9652, -3.3293], [-4.4142, -2.4979, -2.8090], [-3.5344, -3.5579, -3.7170], [-2.5412, -4.5286, -2.8401], [-1.5178, -3.6834, -1.8261], [-1.4513, -4.1064, -0.2098], [-0.5192, -3.4250, 0.7998], [-0.5574, -4.0473, 2.5254], [-1.9420, -5.3877, 2.8104], [-0.9914, -2.6181, 3.8025], [1.1157, -4.9568, 3.0079], [0.4341, -2.2811, 0.3895], [1.4901, -1.5366, 1.3940], [2.9679, -2.3172, 1.4732], [3.8176, -1.9429, 0.2938], [3.7911, -1.8319, 2.8313], [3.8870, -0.3306, 2.9880], [0.4433, -1.7800, -1.2065], [1.6104, -0.4015, -1.8918], [0.6396, 0.9190, -2.0918], [-0.5507, -2.4738, -2.3594], [-0.5058, -1.9465, -3.9173], [-0.9096, -0.6782, -4.2064], [-0.0991, -2.7632, -5.0802], [-6.0634, 1.0950, -1.0289], [-5.4204, -0.7150, -0.8545], [-4.1872, 0.7413, -1.0989], [-5.0957, 1.0395, -3.6356], [-6.2949, -0.4766, -3.3469], [-3.0616, -0.6059, -2.7233], [-3.8287, -0.9447, -4.5085], [-4.1729, -2.6403, -1.6525], [-5.5553, -2.6789, -3.0159], [-3.0061, -2.9866, -4.5987], [-4.3344, -4.2757, -4.2353], [-3.1245, -5.3669, -2.2230], [-1.8146, -5.1418, -3.5596], [-2.1719, -5.0133, 0.0689], [-2.2408, -5.4596, 3.9554], [-2.9129, -4.9703, 2.2607], [-1.7117, -6.4218, 2.3134], [-1.8638, -2.9141, 4.5292], [-1.2791, -1.6509, 3.1649], [-0.0197, -2.3146, 4.4063], [1.7487, -4.3554, 3.7872], [1.7260, -5.2434, 2.0231], [0.8498, -5.9994, 3.5136], [1.7652, -0.4501, 0.9803], [1.1140, -1.3577, 2.4868], [2.8727, -3.4822, 1.4275], [4.3214, -1.1015, 0.4976], [4.8985, -2.2516, 2.8518], [3.1418, -2.2220, 3.7516], [3.4454, 0.0161, 3.8690], [3.5583, 0.1812, 2.1403], [2.1810, -0.7436, -3.1709], [2.6362, 0.0104, -0.9686], [0.6249, 1.2059, -3.0961], [0.3443, -3.6178, -4.8034], [-11.1226, -2.4011, -2.3119], [-9.6567, -2.4917, -2.6851], [-9.3660, -3.5031, -3.7539], [-8.0194, -3.8523, -3.4834], [-7.8325, -3.6565, -2.1426], [-6.8601, -4.0390, -1.5174], [-8.8867, -2.9780, -1.5968], [-11.2465, -1.8714, -1.3612], [-11.6941, -1.8799, -3.0854], [-11.5595, -3.3971, -2.1735], [-9.2735, -1.4984, -2.9507], [-9.4668, -3.0918, -4.7607], [-9.9775, -4.4095, -3.6754], [-13.5742, 1.8692, 1.2822], [-13.5362, 1.4876, -0.1839], [-13.8186, 0.0367, -0.4388], [-13.1378, -0.1953, -1.6599], [-12.1013, 0.6966, -1.6986], [-11.1869, 0.6588, -2.5018], [-12.2267, 1.6337, -0.7108], [-13.0991, 2.8435, 1.4395], [-14.6032, 1.9128, 1.6509], [-13.0194, 1.1488, 1.8947], [-14.2051, 2.1390, -0.7602], [-14.8856, -0.1722, -0.5421], [-13.3960, -0.6306, 0.3214], [6.6215, 0.8476, 2.0530], [7.8682, 1.6867, 1.8578], [8.3844, 1.6846, 0.4495], [9.7654, 1.9450, 0.6318], [10.0882, 1.4627, 1.8705], [11.2252, 1.3323, 2.2865], [8.9628, 1.1415, 2.5777], [6.4486, 0.6556, 3.1175], [5.7421, 1.3463, 1.6352], [6.7228, -0.1321, 1.5716], [7.6977, 2.7061, 2.2265], [7.9211, 2.4561, -0.1694], [8.2817, 0.7151, -0.0518], [9.7259, 7.3636, -1.9133], [9.1943, 5.9767, -1.6129], [8.6950, 5.2450, -2.8234], [7.7383, 4.3584, -2.2692], [7.2656, 4.9611, -1.1359], [6.2919, 4.5857, -0.5084], [8.0300, 6.0453, -0.8045], [9.8142, 7.9505, -0.9926], [10.7057, 7.3133, -2.3971], [9.0450, 7.9161, -2.5714], [9.9479, 5.3942, -1.0683], [9.4854, 4.6934, -3.3370], [8.1842, 5.8927, -3.5455], [9.7791, 3.7138, 4.6022], [9.5311, 5.1503, 4.1881], [10.4600, 6.1350, 4.8342], [9.6926, 7.3263, 4.8270], [8.3808, 6.9398, 4.8614], [7.4443, 7.6909, 5.0652], [8.2622, 5.5955, 4.6413], [8.9248, 3.0824, 4.3348], [10.6781, 3.3157, 4.1227], [9.9020, 3.6290, 5.6883], [9.5461, 5.2350, 3.0943], [11.3886, 6.2667, 4.2745], [10.7019, 5.8893, 5.8748]],
  "mulliken_charge": [-0.852, -0.352, -0.473, 0.862, -0.725, -0.753, 0.208, -0.512, 0.444, 0.509, -1.167, -0.946, -0.882, 0.048, -0.433, 0.348, -0.578, -0.587, -0.307, -0.354, 0.250, -0.672, 0.445, 0.152, -0.405, -0.450, 0.323, 0.169, 0.264, 0.317, 0.118, -0.008, 0.329, 0.287, -0.781, 0.365, 0.352, 0.351, 0.295, 0.272, 0.314, 0.304, 0.321, 0.335, 0.286, 0.292, 0.227, 0.250, 0.361, 0.344, 0.206, -0.004, 0.398, 0.185, 0.348, 0.251, 0.173, 0.181, 0.118, 0.267, 0.362, -1.605, 0.732, -0.476, -0.324, 0.663, -0.563, -0.340, 0.169, 0.397, 0.480, 0.250, 0.322, 0.332, -1.433, 0.505, -0.545, -0.237, 0.653, -0.560, -0.331, 0.354, 0.378, 0.342, 0.261, 0.312, 0.310, -1.676, 0.963, -0.440, -0.335, 0.617, -0.570, -0.417, 0.403, 0.467, 0.285, 0.202, 0.106, 0.323, -1.517, 0.625, -0.527, -0.308, 0.688, -0.570, -0.347, 0.371, 0.394, 0.348, 0.253, 0.318, 0.328, -1.300, 0.681, -0.483, -0.316, 0.604, -0.561, -0.342, 0.175, 0.314, 0.419, 0.160, 0.318, 0.314]
}

***

{
  "formula": "C20H43IrN2P3Se",
  "method": "ωB97M-V/def2-TZVPD",
  "energy_ev": -120424.158,
  "total_charge": 4,
  "fmax_ev_per_a": 4.8,
  "e_lumo_ev": [-10.925, -15.627],
  "spin_multiplicity": 6,
  "e_above_lowest_kcal_mol": 0.0,
  "homo_lumo_gap_ev": [4.50, 4.47],
  "homo_energy_ev": [-15.42, -20.10],
  "elements": ["Ir", "P", "P", "P", "H", "C", "C", "H", "C", "C", "C", "C", "C", "C", "C", "C", "C", "H", "H", "H", "H", "H", "H", "H", "H", "H", "H", "H", "H", "H", "H", "H", "H", "H", "H", "H", "H", "H", "H", "H", "H", "H", "H", "H", "H", "H", "C", "C", "C", "C", "C", "C", "Se", "H", "H", "H", "H", "H", "H", "C", "N", "C", "C", "N", "H", "H", "H", "H", "H", "H"],
  "coordinates": [[-0.4385, -0.3708, 0.4627], [-1.7637, -0.8400, 2.3846], [0.8015, -2.2549, 0.1333], [-2.0853, -0.8600, -0.9537], [0.9425, 1.7747, -0.4940], [-0.1241, 1.5407, -0.5485], [-0.9614, 1.7879, 0.5913], [-0.5332, 2.2396, 1.4921], [-1.2199, -0.2745, 4.0398], [-1.9921, -2.6307, 2.6992], [-3.4337, -0.0869, 2.3526], [1.8637, -1.9333, -1.3070], [1.9972, -2.6526, 1.4578], [-0.0264, -3.8466, -0.2106], [-3.2800, 0.4848, -1.2602], [-3.1884, -2.2828, -0.5991], [-1.4325, -1.2151, -2.6186], [-0.5700, 1.5369, -1.5497], [-2.0284, 1.9843, 0.4432], [-1.0384, 0.8095, 4.0385], [-0.3047, -0.7942, 4.3589], [-2.0014, -0.4825, 4.7892], [-1.0139, -3.1119, 2.8221], [-2.5296, -3.1131, 1.8770], [-2.5664, -2.7840, 3.6249], [-3.3293, 0.9998, 2.2383], [-3.9515, -0.2801, 3.3054], [-4.0545, -0.4728, 1.5369], [2.4982, -2.8050, -1.5302], [2.5002, -1.0645, -1.0915], [1.2447, -1.7035, -2.1857], [2.5686, -3.5508, 1.1817], [1.4587, -2.8283, 2.3996], [2.6836, -1.8041, 1.5862], [0.7447, -4.6265, -0.3311], [-0.6178, -3.7928, -1.1341], [-0.6777, -4.1244, 0.6307], [-3.9891, 0.1444, -2.0320], [-2.7635, 1.3815, -1.6236], [-3.8459, 0.7349, -0.3519], [-3.8391, -2.4558, -1.4729], [-3.8316, -2.0783, 0.2674], [-2.6115, -3.1982, -0.4156], [-2.2711, -1.2395, -3.3316], [-0.9235, -2.1865, -2.6348], [-0.7296, -0.4246, -2.9148], [2.1120, 2.1710, -4.6959], [1.4933, 3.1475, -3.9012], [1.2494, 4.4247, -4.3948], [1.6673, 4.7839, -5.6911], [2.3451, 3.8335, -6.4767], [2.5760, 2.5358, -5.9878], [2.2240, 0.3980, -3.9668], [1.7261, 0.6613, -2.5400], [1.1866, 2.8707, -2.8824], [0.7288, 5.1508, -3.7661], [1.4683, 5.7909, -6.0728], [2.6859, 4.1145, -7.4733], [3.1026, 1.8044, -6.6081], [3.2656, 0.0920, 4.2897], [2.2357, 0.9725, 3.7322], [1.8964, 2.1849, 4.5014], [1.5731, 0.6220, 2.6664], [1.0811, 0.1032, 1.7320], [3.6220, 0.5480, 5.2165], [4.1081, -0.0229, 3.5965], [2.8749, -0.9104, 4.5131], [1.2082, 2.8064, 3.9185], [1.4193, 1.9176, 5.4580], [2.8145, 2.7503, 4.7102]],
  "mulliken_charge": [1.056, 0.756, 0.599, 0.630, 0.556, -0.798, -1.016, 0.386, -1.371, -1.389, -1.290, -1.108, -1.237, -1.349, -1.392, -1.218, -0.964, 0.449, 0.418, 0.367, 0.380, 0.593, 0.347, 0.375, 0.557, 0.400, 0.550, 0.300, 0.503, 0.445, 0.088, 0.582, 0.335, 0.339, 0.578, 0.375, 0.333, 0.527, 0.406, 0.342, 0.558, 0.388, 0.312, 0.579, 0.329, 0.081, 0.811, -0.118, -0.714, -0.245, -0.727, -0.289, 0.291, -0.049, 0.242, 0.400, 0.447, 0.429, 0.428, -0.869, 0.065, -0.928, 0.164, -0.301, 0.395, 0.353, 0.363, 0.350, 0.405, 0.408]
}

***

{
  "formula": "C63H43GeMnN4",
  "method": "ωB97M-V/def2-TZVPD",
  "energy_ev": -159826.340,
  "total_charge": -1,
  "fmax_ev_per_a": 1.2,
  "e_lumo_ev": [2.013, 1.791],
  "spin_multiplicity": 2,
  "e_above_lowest_kcal_mol": 3.8,
  "homo_lumo_gap_ev": [4.54, 5.57],
  "homo_energy_ev": [-2.53, -3.77],
  "elements": ["Mn", "C", "C", "C", "C", "C", "C", "C", "C", "C", "C", "C", "N", "C", "C", "C", "C", "C", "C", "C", "C", "C", "C", "C", "C", "C", "N", "C", "C", "C", "C", "C", "C", "C", "C", "C", "C", "C", "C", "N", "C", "C", "N", "C", "C", "C", "C", "C", "C", "H", "H", "H", "H", "H", "H", "H", "H", "H", "H", "H", "H", "H", "H", "H", "H", "H", "H", "H", "H", "H", "H", "H", "H", "H", "H", "H", "H", "C", "Ge", "C", "C", "C", "C", "C", "C", "C", "C", "C", "C", "C", "C", "C", "C", "C", "C", "C", "C", "H", "H", "H", "H", "H", "H", "H", "H", "H", "H", "H", "H", "H", "H", "H"],
  "coordinates": [[0.1329, 0.9250, 0.0718], [3.8351, 1.3127, -6.6301], [2.7499, 0.4774, -6.4009], [2.1140, 0.4822, -5.1650], [2.5469, 1.3190, -4.1388], [3.6419, 2.1477, -4.3785], [4.2776, 2.1494, -5.6130], [1.8298, 1.3401, -2.8275], [0.4977, 1.6524, -2.8377], [-0.2114, 2.1918, -3.9720], [-1.4768, 2.4191, -3.5726], [-1.5699, 1.9883, -2.1883], [-0.3578, 1.5737, -1.7480], [-2.7508, 1.9849, -1.4475], [-2.8100, 1.5927, -0.1123], [-4.0347, 1.4944, 0.6583], [-3.6958, 1.0396, 1.8807], [-2.2671, 0.8664, 1.8839], [-1.5295, 0.4822, 2.9737], [-2.2582, 0.2263, 4.2553], [-2.9434, -0.9652, 4.4663], [-3.6689, -1.1711, 5.6359], [-3.7120, -0.1842, 6.6087], [-3.0206, 1.0082, 6.4108], [-2.2941, 1.2068, 5.2453], [-0.1377, 0.4968, 3.0258], [0.6866, 0.9496, 2.0129], [1.9243, 1.0555, 2.5499], [3.0695, 1.5466, 1.8612], [4.0789, 2.3447, 2.5726], [5.2366, 2.8775, 1.9582], [6.1423, 3.6739, 2.6431], [5.9434, 4.0120, 3.9750], [4.7805, 3.5619, 4.5860], [3.8706, 2.7693, 3.9051], [3.1427, 1.2881, 0.4491], [4.3247, 0.9631, -0.2903], [3.9624, 0.8535, -1.6044], [2.5729, 1.1267, -1.6611], [2.0738, 1.2981, -0.3820], [1.9123, 0.5713, 3.9019], [0.6276, 0.2152, 4.1897], [-1.7543, 1.2144, 0.6436], [-4.0248, 2.3585, -2.1308], [-4.7947, 3.4387, -1.7017], [-6.0077, 3.7443, -2.3101], [-6.4761, 2.9717, -3.3657], [-5.7177, 1.8959, -3.8086], [-4.5066, 1.5969, -3.1961], [4.3246, 1.3218, -7.5965], [2.3931, -0.1801, -7.1844], [1.2746, -0.1784, -4.9799], [3.9799, 2.8093, -3.5905], [5.1178, 2.8117, -5.7813], [0.2226, 2.4036, -4.9372], [-2.2829, 2.8448, -4.1478], [-5.0231, 1.7241, 0.2910], [-4.3482, 0.8403, 2.7170], [-2.9128, -1.7341, 3.7008], [-4.2033, -2.1024, 5.7805], [-4.2855, -0.3373, 7.5140], [-3.0531, 1.7869, 7.1639], [-1.7547, 2.1326, 5.0831], [5.4175, 2.6998, 0.9129], [7.0099, 4.0519, 2.1144], [6.6497, 4.6382, 4.5062], [4.5638, 3.8448, 5.6096], [2.9520, 2.5076, 4.4088], [5.2947, 0.7638, 0.1368], [4.5909, 0.5967, -2.4438], [2.7851, 0.4508, 4.5274], [0.2419, -0.2098, 5.1052], [-4.4335, 4.0389, -0.8744], [-6.5879, 4.5895, -1.9585], [-7.4233, 3.2052, -3.8375], [-6.0761, 1.2781, -4.6245], [-3.9222, 0.7485, -3.5325], [0.0389, -0.6613, -0.1001], [-0.1178, -2.5495, -0.3437], [0.6446, -3.3119, 1.2653], [1.3093, -2.4783, 2.1742], [1.9076, -3.0175, 3.3090], [1.8497, -4.3854, 3.5434], [1.1870, -5.2186, 2.6482], [0.5860, -4.6830, 1.5179], [-2.0008, -2.9447, -0.4438], [-2.7986, -2.5338, 0.6278], [-4.1734, -2.7167, 0.5962], [-4.7650, -3.3311, -0.5026], [-3.9817, -3.7502, -1.5699], [-2.6040, -3.5474, -1.5470], [0.8858, -3.1507, -1.8831], [1.8704, -2.3102, -2.4118], [2.7125, -2.7624, -3.4240], [2.5740, -4.0532, -3.9213], [1.5912, -4.8928, -3.4085], [0.7577, -4.4461, -2.3903], [1.3606, -1.4067, 2.0039], [2.4122, -2.3591, 4.0068], [2.3197, -4.8055, 4.4246], [1.1374, -6.2850, 2.8332], [0.0669, -5.3446, 0.8288], [-2.3418, -2.0421, 1.4833], [-4.7850, -2.3720, 1.4222], [-5.8386, -3.4734, -0.5306], [-4.4447, -4.2194, -2.4301], [-2.0040, -3.8491, -2.3990], [1.9849, -1.3017, -2.0301], [3.4754, -2.1019, -3.8211], [3.2315, -4.4062, -4.7076], [1.4788, -5.8987, -3.7971], [0.0069, -5.1206, -1.9878]],
  "mulliken_charge": [-0.699, -0.448, -1.005, -0.257, 0.127, -0.134, -0.916, 2.070, 0.331, -1.562, -1.663, -0.103, 0.167, 1.446, 0.181, -1.654, -1.670, -0.003, 1.780, -0.574, 0.403, -0.887, -0.377, -0.852, 0.094, 0.115, -0.363, 0.713, 0.106, 1.294, -0.497, -0.972, -0.436, -0.914, -0.604, -0.054, -1.882, -0.822, -0.187, -0.185, -1.953, -1.414, -0.093, 0.326, -0.204, -0.725, -0.373, -0.828, -0.203, 0.395, 0.407, 0.557, 0.479, 0.401, 0.494, 0.546, 0.503, 0.483, 0.487, 0.412, 0.357, 0.364, 0.479, 0.431, 0.370, 0.367, 0.371, 0.415, 0.762, 0.807, 1.001, 0.623, 0.461, 0.366, 0.370, 0.367, 0.512, 1.056, 3.382, -0.556, 0.681, -0.544, -0.660, -0.706, -0.414, 0.049, -0.218, -0.128, -0.705, -0.673, -0.512, -0.421, -0.175, -0.405, -0.574, -0.760, -0.501, -0.293, 0.476, 0.376, 0.387, 0.335, -0.153, 0.462, 0.386, 0.385, 0.382, 0.201, 0.492, 0.371, 0.391, 0.362]
}